DFT (ωB97M-V with the def2-TZVPD basis set) results for 2 unconnected molecules or ions with the total composition C5H13NO2.

relative energy (zero: lowest compared OMol25 entry of this formula, charge and spin): 1.0284 eV
calculated total energy: -403.53882 hartree
LUMO: 0.6 eV
spin multiplicity: 1
highest occupied orbital energy: -9.445 eV
frontier orbital gap: 10.06 eV
SMILES: CCC(=O)O.CCN

XYZ file:
```
21
Properties=species:S:1:pos:R:3:nbo_charge:R:1
C -1.1854 -2.2260 0.2106 -0.61
C -1.2358 -1.4848 -1.1316 -0.52
C -1.7389 -0.0887 -0.9758 0.79
O -2.8162 0.2663 -1.3953 -0.59
O -0.9577 0.7759 -0.3054 -0.69
H -2.0505 -2.8089 0.4908 0.22
H -1.0598 -1.4724 0.9983 0.21
H -0.2441 -2.7675 0.3280 0.22
H -0.2969 -1.5327 -1.6964 0.24
H -1.8644 -1.9819 -1.8685 0.24
H -1.4585 1.6017 -0.2334 0.50
C 3.3513 0.1834 1.2562 -0.63
C 2.0403 0.6106 0.5931 -0.22
N 1.6432 1.9280 1.1321 -0.83
H 3.2334 -0.4938 2.0806 0.20
H 3.7748 1.0814 1.7099 0.22
H 4.0890 -0.1924 0.5483 0.21
H 2.1940 0.7780 -0.4616 0.18
H 1.2592 -0.1476 0.6811 0.17
H 1.1518 1.7618 2.0096 0.34
H 0.9368 2.3487 0.5347 0.35
```